[1]
A 7-piece molecular cluster, C3H21NO7S overall in a non-equilibrium geometry. Source: OMol25; level of theory: ωB97M-V with the def2-TZVPD basis set.

The value obtained for the LUMO energy is 0.0 eV. As for the SMILES: OCNCCS.O.O.O.O.O.O.

Last column: natural (NBO) charge in e.
Positions of all 33 atoms, in Å:
O: -1.737 1.835 1.261  -0.706
C: -0.757 2.378 0.442  0.094
N: 0.530 1.738 0.735  -0.682
C: 1.489 1.409 -0.463  -0.243
C: 0.901 0.250 -1.302  -0.593
S: 0.930 0.416 -3.092  -0.036
H: -1.957 0.943 0.836  0.489
H: -0.938 2.503 -0.658  0.138
H: -0.728 3.420 0.774  0.156
H: 0.530 0.954 1.344  0.382
H: 1.812 2.334 -1.114  0.215
H: 2.302 1.107 0.202  0.198
H: 1.364 -0.688 -0.983  0.201
H: -0.147 0.114 -0.879  0.235
H: 2.324 0.454 -3.445  0.133
O: -3.495 0.749 -1.014  -0.953
H: -4.023 -0.018 -1.029  0.468
H: -3.411 1.020 -1.976  0.488
O: -1.760 -1.522 1.058  -0.987
H: -2.426 -2.184 1.487  0.478
H: -0.950 -1.582 1.568  0.503
O: 2.286 0.571 3.150  -0.919
H: 2.459 1.148 2.481  0.465
H: 2.511 -0.252 2.847  0.456
O: 1.652 -2.862 0.055  -0.947
H: 1.583 -3.780 -0.301  0.488
H: 0.993 -2.391 -0.464  0.487
O: -1.808 -0.255 -3.107  -0.939
H: -1.446 -0.237 -2.201  0.473
H: -1.562 -1.172 -3.389  0.475
O: 0.837 -1.927 2.315  -0.978
H: 1.159 -1.965 3.118  0.457
H: 1.483 -2.508 1.744  0.505

=====

[2]
C52H46BrF4HgN8OPTe as an isolated structure in a non-equilibrium geometry. Source: OMol25; level of theory: ωB97M-V with the def2-TZVPD basis set.

The value obtained for the LUMO energy (alpha / beta) is -0.8 / -1.0 eV.

Last column: Mulliken charge in e.
Positions of all 115 atoms, in Å:
Hg: 1.847 1.670 1.457  1.003
F: 7.107 4.624 5.447  -0.277
C: 6.291 3.653 4.963  0.356
C: 5.784 2.628 5.796  0.348
F: 6.259 2.445 7.065  -0.285
C: 4.897 1.700 5.257  0.066
F: 4.402 0.811 6.181  -0.399
C: 4.504 1.736 3.924  0.657
P: 3.165 0.630 3.392  -0.167
C: 3.999 -0.923 3.046  0.391
C: 3.847 -1.642 1.805  0.291
C: 4.631 -2.725 1.553  0.244
C: 5.485 -3.259 2.506  -0.590
C: 5.515 -2.673 3.766  -0.790
C: 4.736 -1.524 4.053  -0.328
C: 2.063 0.289 4.805  0.975
C: 1.502 -0.970 4.921  -0.849
C: 0.794 -1.330 6.060  -0.511
C: 0.557 -0.396 7.066  -0.601
C: 1.022 0.890 6.890  -0.936
C: 1.720 1.240 5.731  -0.221
C: 5.074 2.721 3.045  -0.429
Br: 4.994 2.688 1.165  -0.072
C: 5.851 3.728 3.645  0.315
F: 6.192 4.872 3.043  -0.267
H: 3.203 -1.247 1.027  -0.257
H: 4.517 -3.214 0.560  0.060
H: 6.151 -4.105 2.260  0.372
H: 6.213 -3.013 4.522  0.403
H: 4.806 -1.059 5.021  0.468
H: 1.627 -1.744 4.166  0.398
H: 0.536 -2.376 6.273  0.399
H: 0.054 -0.778 7.954  0.425
H: 0.630 1.649 7.572  0.394
H: 1.997 2.278 5.522  0.520
N: -2.370 2.921 2.355  0.051
C: -1.316 2.895 1.531  -0.406
N: -0.800 1.643 1.533  0.393
C: -1.663 0.932 2.325  -0.257
N: -2.661 1.678 2.864  -0.655
C: -1.635 -0.488 2.598  0.508
C: -2.301 -0.938 3.755  -0.447
N: -2.422 -2.257 4.031  -0.596
C: -1.895 -3.083 3.136  -0.529
C: -1.269 -2.636 1.999  -0.456
N: -1.129 -1.368 1.719  0.242
H: -2.957 3.729 2.592  0.235
H: -0.924 3.748 0.947  0.473
H: -2.866 -0.240 4.394  0.458
H: -2.042 -4.170 3.340  0.391
H: -0.948 -3.315 1.228  0.554
N: 1.220 2.556 -1.770  0.888
C: 1.927 3.237 -2.716  -0.339
C: 2.099 4.515 -2.255  -0.881
C: 1.547 4.532 -0.964  -0.605
N: 1.028 3.315 -0.658  -0.235
H: 0.940 1.525 -1.777  -0.373
H: 2.313 2.814 -3.614  0.517
H: 2.634 5.299 -2.745  0.423
H: 1.434 5.349 -0.276  0.452
C: -8.016 -2.500 -2.308  -1.498
C: -6.557 -2.174 -2.230  1.044
C: -5.661 -2.699 -3.170  -1.045
C: -4.285 -2.384 -3.107  1.163
C: -3.310 -2.876 -4.160  -1.285
C: -3.869 -1.534 -2.091  -0.395
Te: -1.695 -0.558 -2.108  0.253
N: 0.263 -0.395 -1.970  -0.170
C: 1.451 -0.765 -1.484  0.165
O: 2.209 -0.064 -0.774  -0.712
C: 1.860 -2.133 -1.925  1.004
C: 1.172 -2.902 -2.880  0.237
C: 1.792 -4.093 -3.297  -0.737
C: 3.043 -4.456 -2.834  -0.623
C: 3.749 -3.611 -1.993  -0.699
C: 3.208 -2.409 -1.642  -1.006
C: -1.910 0.924 -3.761  -0.083
C: -2.521 2.194 -3.531  0.694
C: -2.699 2.748 -2.118  -0.911
C: -2.835 2.998 -4.614  -1.003
C: -2.484 2.628 -5.912  1.105
C: -2.787 3.570 -7.039  -1.599
C: -1.821 1.408 -6.132  -1.130
C: -1.485 0.571 -5.084  1.030
C: -0.549 -0.613 -5.287  -1.095
C: -4.714 -1.130 -1.105  1.150
C: -4.310 -0.342 0.095  -0.516
C: -6.102 -1.346 -1.182  -1.510
H: -8.132 -3.569 -2.503  0.360
H: -8.555 -1.976 -3.125  0.281
H: -8.561 -2.211 -1.399  0.329
H: -6.065 -3.315 -3.999  0.324
H: -3.718 -3.725 -4.655  0.532
H: -2.370 -3.194 -3.709  0.187
H: -3.081 -2.141 -4.916  0.147
H: 0.153 -2.639 -3.217  -0.031
H: 1.251 -4.765 -3.990  0.359
H: 3.465 -5.439 -3.115  0.343
H: 4.693 -3.922 -1.590  0.484
H: 3.728 -1.768 -0.962  0.782
H: -1.747 2.710 -1.554  -0.002
H: -3.443 2.158 -1.540  0.094
H: -3.076 3.780 -2.130  0.434
H: -3.371 3.992 -4.477  0.116
H: -3.147 4.535 -6.720  0.354
H: -3.466 3.144 -7.766  0.328
H: -1.893 3.749 -7.632  0.361
H: -1.501 1.101 -7.131  0.442
H: -1.131 -1.490 -5.644  0.216
H: -0.003 -0.865 -4.369  0.006
H: 0.200 -0.397 -6.094  0.479
H: -3.787 0.591 -0.163  -0.204
H: -3.549 -0.916 0.681  -0.002
H: -5.175 -0.049 0.749  0.338
H: -6.764 -0.898 -0.418  0.202

=====

[3]
C18H18F6IN4O2PdSb as an isolated structure in a non-equilibrium geometry. Source: OMol25; level of theory: ωB97M-V with the def2-TZVPD basis set.

As for the total charge: +1. As for the spin multiplicity: 2. The value obtained for the LUMO energy (alpha / beta) is -5.5 / -6.0 eV.

Last column: Löwdin spin population.
Positions of all 51 atoms, in Å:
Pd: -0.003 1.372 -0.596  0.019
C: 3.101 -1.542 -2.568  0.026
C: 1.840 -2.246 -2.240  0.167
N: 1.751 -3.554 -2.294  -0.019
C: 0.592 -4.140 -1.941  0.250
C: -0.544 -3.478 -1.414  0.040
C: -1.728 -4.320 -0.985  0.000
O: -2.979 -3.832 -1.439  -0.001
C: -0.496 -2.111 -1.313  0.107
C: -1.619 -1.354 -0.748  0.000
N: -1.615 -0.125 -0.398  0.052
C: -2.804 0.403 0.191  0.002
C: -3.569 -0.346 1.081  0.005
C: -4.720 0.183 1.641  -0.001
C: -5.120 1.473 1.325  0.005
C: -4.366 2.235 0.443  -0.001
C: -3.220 1.695 -0.105  0.006
I: -2.132 2.848 -1.474  0.008
C: 0.677 -1.436 -1.823  0.055
O: 0.731 -0.207 -1.923  0.244
H: 3.889 -2.261 -2.771  0.000
H: 3.390 -0.874 -1.752  0.008
H: 2.948 -0.893 -3.435  0.011
H: 0.560 -5.214 -2.090  0.011
H: -1.781 -4.341 0.104  0.000
H: -1.564 -5.348 -1.314  0.000
H: -3.095 -4.051 -2.370  0.000
H: -2.542 -1.914 -0.629  -0.001
H: -3.242 -1.342 1.358  0.000
H: -5.302 -0.418 2.327  0.000
H: -6.012 1.895 1.769  0.000
H: -4.666 3.243 0.189  0.000
F: 2.345 1.832 -1.375  0.001
Sb: 2.602 3.711 -1.167  0.000
F: 4.231 3.689 -2.046  0.000
F: 2.498 5.484 -0.638  0.000
F: 3.393 3.294 0.489  0.000
F: 0.838 3.496 -0.310  0.000
F: 1.643 3.975 -2.746  0.000
C: 3.189 2.147 3.718  0.000
N: 2.253 1.400 2.872  0.000
C: 2.164 0.029 2.750  0.000
C: 1.224 -0.207 1.805  0.000
N: 0.731 1.006 1.360  0.004
C: 1.392 1.949 2.014  0.001
H: 3.830 1.441 4.236  0.000
H: 2.648 2.743 4.449  0.000
H: 3.796 2.797 3.094  0.000
H: 2.763 -0.643 3.342  0.000
H: 0.847 -1.149 1.445  0.001
H: 1.253 3.008 1.902  0.000

=====

[4]
CH2N2O3S as an isolated structure in a non-equilibrium geometry. Source: OMol25; level of theory: ωB97M-V with the def2-TZVPD basis set.

The value obtained for the LUMO energy is 0.4 eV.

Last column: natural (NBO) charge in e.
Positions of all 9 atoms, in Å:
C: -1.096 0.922 0.773  0.903
N: 1.897 -0.147 -1.453  -1.040
N: -1.879 1.072 1.646  -0.709
O: -0.484 0.854 -0.217  -0.579
O: -0.162 -1.657 -1.157  -0.874
O: 1.161 -0.958 0.796  -0.879
S: 0.880 -0.851 -0.594  2.344
H: 1.643 -0.193 -2.425  0.391
H: -1.959 0.958 2.630  0.443